(1)
DFT (ωB97M-V/def2-TZVPD) results for 2 unconnected molecules or ions with the total composition C3H5INO at a distorted geometry.

Geometry as XYZ:
```
11
Properties=species:S:1:pos:R:3:forces:R:3
C 0.886377 -0.609787 0.147900 2.9 -0.9 1.0
C 0.766774 0.810593 0.336101 0.7 3.2 -0.3
C -0.083746 -1.444391 -0.065839 -0.9 -0.2 0.5
N 1.542293 1.471818 -0.908904 1.2 0.0 0.6
O 2.734453 1.635290 -0.721170 -2.6 -0.6 0.1
I -7.631060 0.342966 -0.436320 0.0 0.0 0.0
H 1.907718 -1.009390 0.270102 -0.3 0.2 -0.6
H -1.084053 -1.206873 0.129843 -1.5 0.9 -0.4
H -0.285149 1.085750 0.265675 0.1 0.4 -0.3
H 1.230504 1.396147 1.185831 -0.3 -1.4 -0.5
H 0.015891 -2.472126 -0.203224 0.8 -1.6 -0.3
```
Positions in Å, forces in eV/Å.

Results
lowest unoccupied orbital energy	1.41	eV
energy above the lowest of the compared OMol25 structures with the same formula, charge and spin	33.03	kJ/mol
spin multiplicity	1
total charge	-1
DFT total energy	-14828.99801	eV

(2)
DFT (ωB97M-V/def2-TZVPD) results for a molecular structure, C3H5IS at a distorted geometry.

Geometry as XYZ:
```
10
Properties=species:S:1:pos:R:3:forces:R:3
C -0.387291 -0.511549 -0.582007 -2.3 0.4 -1.0
C -1.646408 -0.589053 -0.668155 3.5 -0.2 -0.7
C 0.690795 -0.233336 0.344803 1.3 3.4 0.6
S -0.072765 -2.234248 -3.857887 -0.7 -0.9 -0.3
I 1.055846 -0.263088 -3.710927 0.1 0.5 1.1
H 0.246702 -0.447412 -1.696453 -0.7 0.2 -0.2
H -2.615248 -0.692905 -1.043458 -1.1 -0.2 -0.1
H 0.325617 0.016789 1.361606 0.3 -0.1 -0.7
H 1.326305 -1.070713 0.395967 1.0 -1.0 0.1
H 1.319938 0.694117 -0.111392 -1.4 -2.2 1.3
```
Positions in Å, forces in eV/Å.

Results
lowest unoccupied orbital energy (alpha / beta)	-2.25 / -2.26	eV
energy above the lowest of the compared OMol25 structures with the same formula, charge and spin	425.83	kJ/mol
spin multiplicity	1
total charge	0
DFT total energy	-22122.61463	eV

(3)
DFT (ωB97M-V/def2-TZVPD) results for a molecular structure, C3H5InO3 at a distorted geometry.

Geometry as XYZ:
```
12
Properties=species:S:1:pos:R:3:forces:R:3
H -2.033427 -0.103334 0.852635 0.5 -0.1 -0.9
C -0.963519 -0.119009 1.102282 -2.2 1.4 3.6
C -0.357758 1.269040 1.266083 0.2 -0.7 -0.9
O -0.042827 1.485146 -0.141842 0.0 -1.0 -1.3
C -0.011789 0.195864 -0.582399 0.2 0.2 -3.4
O -0.571776 -0.396745 -1.552838 -0.1 2.4 2.3
In 0.196377 -2.339833 -0.329156 -0.8 -2.8 0.1
O 1.210432 -0.469474 -0.307468 1.4 1.3 1.3
H -0.953853 -0.596049 2.093786 0.8 -1.0 -0.6
H 0.568675 1.269001 1.856882 -0.4 0.2 -0.1
H -1.074371 2.053703 1.544792 0.2 -0.4 0.2
H 1.961719 -0.067545 -0.755801 0.3 0.5 -0.2
```
Positions in Å, forces in eV/Å.

Results
<S²>	0.76
lowest unoccupied orbital energy (alpha / beta)	-4.40 / -7.86	eV
energy above the lowest of the compared OMol25 structures with the same formula, charge and spin	156.74	kJ/mol
spin multiplicity	2
total charge	+1
DFT total energy	-14497.33101	eV

(4)
DFT (ωB97M-V/def2-TZVPD) results for a molecular structure, C3H5LiNaO3 at a distorted geometry.

Geometry as XYZ:
```
13
Properties=species:S:1:pos:R:3:forces:R:3
O -1.579311 0.508756 -0.252397 -0.8 0.5 0.3
C -0.436243 -0.100984 -0.031379 0.3 -1.7 -1.6
C -1.569195 1.838932 0.299257 -0.1 -0.1 0.0
O -0.106079 -1.137585 -0.570495 0.1 0.4 0.3
O 0.457801 0.733116 0.505570 1.2 0.9 0.7
C -0.182562 1.950795 0.939195 -0.1 0.0 0.5
Na 1.799406 -1.952449 -1.960750 -0.3 0.3 0.5
H -2.389902 1.926613 1.016681 0.2 0.0 -0.1
H -1.708696 2.540625 -0.529826 0.0 -0.1 0.2
H -0.181782 1.929454 2.033958 -0.3 0.0 -0.2
H 0.391116 2.813964 0.592752 0.0 -0.2 -0.1
H -1.021315 -1.469687 2.309390 0.2 0.5 -0.3
Li 2.529853 0.530992 0.463117 -0.5 -0.4 -0.1
```
Positions in Å, forces in eV/Å.

Results
<S²>	0.79
lowest unoccupied orbital energy (alpha / beta)	-0.76 / -1.29	eV
energy above the lowest of the compared OMol25 structures with the same formula, charge and spin	426.66	kJ/mol
spin multiplicity	2
total charge	0
DFT total energy	-13951.23898	eV

(5)
DFT (ωB97M-V/def2-TZVPD) results for a molecular structure, C3H5LiO7 at a distorted geometry.

Geometry as XYZ:
```
16
Properties=species:S:1:pos:R:3:forces:R:3
Li 0.184150 0.671537 0.008744 -0.7 -0.5 0.4
C -1.689918 2.811221 1.669205 1.0 -1.2 -0.8
O -1.022850 1.633400 1.389920 -0.3 0.1 -0.2
H -1.936258 2.920936 2.741148 0.3 0.4 0.3
H -1.065775 3.627005 1.264466 -0.2 0.8 0.6
H -2.680135 2.964720 1.190814 -0.2 -0.3 -0.4
O -0.056623 -2.272517 -2.242026 0.3 0.2 1.0
C -0.575078 -1.054302 -2.574485 -1.2 1.9 -1.6
O -0.594457 -0.166921 -1.676141 0.5 -0.2 0.3
O -1.014282 -0.891883 -3.740263 0.4 -0.8 0.5
H 0.210413 -2.061282 -1.316955 0.1 -0.6 -0.1
O 2.885256 -2.322185 0.783330 -0.7 0.0 0.5
C 2.017978 -1.266288 0.561798 -1.5 2.1 -1.1
O 0.795791 -1.576917 0.589502 0.2 -0.8 0.4
O 2.401798 -0.107668 0.302734 1.0 -0.7 0.3
H 2.139997 -2.908855 1.048211 1.0 -0.4 -0.2
```
Positions in Å, forces in eV/Å.

Results
lowest unoccupied orbital energy	5.65	eV
energy above the lowest of the compared OMol25 structures with the same formula, charge and spin	54.72	kJ/mol
spin multiplicity	1
total charge	-2
DFT total energy	-17732.65010	eV

(6)
DFT (ωB97M-V/def2-TZVPD) results for a molecular structure, C3H5MgO3Pm at a distorted geometry.

Geometry as XYZ:
```
13
Properties=species:S:1:pos:R:3:forces:R:3
O -0.678624 -2.050440 0.784297 0.0 -0.1 -0.9
C 0.287575 -1.579984 1.554614 0.4 0.4 0.2
C 1.074100 -0.539889 1.210143 -0.3 -0.1 1.1
O 0.924882 -0.037662 -0.081535 -1.3 -0.2 -1.1
C 0.660645 1.358006 -0.234564 -1.5 1.7 -2.1
Mg -0.826950 -1.088189 -0.899670 0.3 0.9 1.0
H 0.475682 -2.074076 2.517973 -0.2 0.2 -0.3
H 1.690173 0.046881 1.890253 0.2 -0.5 -0.3
H 1.505880 1.758889 -0.812091 -0.1 0.2 0.6
H 0.515380 1.846250 0.741046 0.2 -0.2 -0.4
Pm -3.570968 0.512311 -3.774759 2.8 -0.4 2.9
O -1.750891 0.206401 -1.904295 -2.6 -0.5 -2.9
H -0.306882 1.641503 -0.991414 2.3 -1.4 2.3
```
Positions in Å, forces in eV/Å.

Results
<S²>	8.76
lowest unoccupied orbital energy (alpha / beta)	-5.73 / -5.63	eV
energy above the lowest of the compared OMol25 structures with the same formula, charge and spin	126.88	kJ/mol
spin multiplicity	6
total charge	+1
DFT total energy	-31324.53294	eV

(7)
DFT (ωB97M-V/def2-TZVPD) results for C3H5N in the gas phase at a distorted geometry.

Geometry as XYZ:
```
9
Properties=species:S:1:pos:R:3:forces:R:3
C -1.746016 -0.588466 0.253174 -3.7 0.3 0.7
C -0.581396 -0.424512 0.246445 2.8 -0.6 0.3
C 0.867838 -0.081082 0.267052 -4.0 -3.9 6.1
N 0.971872 0.879403 -0.653978 -5.0 -0.5 -5.5
H -2.788286 -0.427405 0.523795 0.7 -0.6 -0.6
H 1.448730 -1.114228 0.326029 -0.4 2.3 -0.3
H 0.794971 0.488813 1.279522 1.3 -1.4 -0.9
H 0.645495 0.399663 -1.573764 1.4 1.8 1.5
H 1.853425 1.061696 -0.577752 6.9 2.5 -1.2
```
Positions in Å, forces in eV/Å.

Results
lowest unoccupied orbital energy	1.02	eV
energy above the lowest of the compared OMol25 structures with the same formula, charge and spin	355.64	kJ/mol
spin multiplicity	1
total charge	0
SMILES	C#CCN
DFT total energy	-4678.17121	eV

(8)
DFT (ωB97M-V/def2-TZVPD) results for 2 unconnected molecules or ions with the total composition C3H5N2 at a distorted geometry.

Geometry as XYZ:
```
10
Properties=species:S:1:pos:R:3:forces:R:3
C -1.907829 0.060103 -0.028411 -1.9 0.7 0.0
C 0.311476 0.676607 -0.002666 0.4 0.4 0.1
C 0.164002 -0.783323 -0.031739 4.3 -2.8 -0.6
N -1.073115 -1.101650 -0.031732 0.6 -0.1 0.0
N -1.077716 1.065007 -0.015377 0.2 -0.4 0.0
H 0.839013 1.008777 0.902033 0.0 -0.1 0.0
H 0.876875 1.068197 -0.855602 0.0 -0.2 0.0
H 1.630887 -1.871257 -0.194176 -3.7 2.6 0.5
H -1.486485 -2.028698 -0.045163 0.2 0.0 0.0
H -1.394991 2.024816 -0.028454 -0.1 -0.1 0.0
```
Positions in Å, forces in eV/Å.

Results
lowest unoccupied orbital energy (alpha / beta)	-6.05 / -6.05	eV
energy above the lowest of the compared OMol25 structures with the same formula, charge and spin	567.73	kJ/mol
spin multiplicity	1
total charge	+1
DFT total energy	-6160.00832	eV

(9)
DFT (ωB97M-V/def2-TZVPD) results for a gas-phase ion, C3H5N2 (charge +1) at a distorted geometry.

Geometry as XYZ:
```
10
Properties=species:S:1:pos:R:3:forces:R:3
C -0.862320 -0.776200 -1.017911 0.3 0.1 -1.4
C 0.462152 -0.557043 -0.940944 -1.1 1.3 1.8
N 1.081764 0.206398 0.269605 1.0 -2.9 -3.5
C 0.360589 0.557152 1.221122 -1.0 2.1 0.8
N -0.408679 1.141190 1.848148 0.4 -0.7 -0.1
H -1.216871 -1.088871 -2.041724 0.5 0.0 1.3
H -1.713943 -0.609546 -0.293095 1.6 0.0 -0.6
H 1.293506 -0.666882 -1.637512 -0.8 -0.3 -0.1
H 2.095556 0.252363 0.159644 -0.4 0.3 1.0
H -1.091754 1.541440 2.432667 -0.6 0.2 0.8
```
Positions in Å, forces in eV/Å.

Results
lowest unoccupied orbital energy	-4.36	eV
energy above the lowest of the compared OMol25 structures with the same formula, charge and spin	315.30	kJ/mol
spin multiplicity	1
total charge	+1
SMILES	C=CNC#[NH+]
DFT total energy	-6162.62461	eV

(10)
DFT (ωB97M-V/def2-TZVPD) results for a gas-phase ion, C3H5N2 (charge +1) at a distorted geometry.

Geometry as XYZ:
```
10
Properties=species:S:1:pos:R:3:forces:R:3
C 2.126220 0.507342 0.044523 1.2 3.9 -0.1
C -0.040054 -0.676920 -0.002933 -1.5 3.0 0.7
C -0.536970 0.796795 -0.003781 -2.2 -0.8 1.0
N 1.436731 -0.486889 -0.009316 -3.1 -7.2 -0.5
N 0.363433 1.659271 0.004076 1.2 0.3 -1.1
H -0.415471 -1.147068 0.953274 0.6 -0.1 -1.3
H -0.394073 -1.081833 -0.969210 0.3 -0.5 0.7
H -1.695016 0.969579 0.123785 2.3 -0.2 -0.7
H 1.709592 -1.547623 -0.120408 1.0 2.7 0.4
H 0.221696 2.671242 -0.249706 0.1 -1.2 1.0
```
Positions in Å, forces in eV/Å.

Results
lowest unoccupied orbital energy	-5.03	eV
energy above the lowest of the compared OMol25 structures with the same formula, charge and spin	460.88	kJ/mol
spin multiplicity	1
total charge	+1
DFT total energy	-6161.11580	eV